Entry 1:
Density functional theory data (ωB97M-V/def2-TZVPD) for a structure of composition C27H23F6MoN5O5S2SbSe in a non-equilibrium geometry.

Its spin multiplicity is 2. For the HOMO energy (spin up / spin down), the calculation gives -7.710 / -7.662 eV. Its expectation value of S² is 0.7619. For the orbital gap (spin up / spin down), the calculation gives 3.8834 / 3.8027 eV. For the strongest force on any atom, the calculation gives 0.0968 Eh/bohr. The electronic energy is -5797.946104 hartree.

CARTESIAN COORDINATES (ANGSTROEM)
Mo 1.1317 1.0157 -0.5489
C -2.0386 -1.7608 -2.0019
C -1.9511 -0.8890 -0.8006
N -1.3358 -1.2507 0.2399
N -1.3279 -1.0471 1.4733
C -0.5687 -0.4470 2.3216
S 0.6170 0.7979 2.1018
S -0.9044 -0.7935 4.0024
C -1.5962 -2.5045 3.9715
C -2.7909 -2.7218 3.1002
C -4.0071 -2.1109 3.3875
C -5.1304 -2.4020 2.6336
C -5.0503 -3.2992 1.5814
C -3.8371 -3.8918 1.2754
C -2.7140 -3.6045 2.0293
C -2.6408 0.4300 -0.8049
C -4.0181 0.5004 -0.9481
C -4.6481 1.7308 -0.9654
C -3.9044 2.8959 -0.8644
C -2.5335 2.8433 -0.7118
C -1.8759 1.6067 -0.6611
O -0.5618 1.5388 -0.5200
H -1.3166 -2.5714 -1.9421
H -3.0433 -2.1784 -2.0772
H -1.8406 -1.1831 -2.9039
H -0.7713 -3.1564 3.6869
H -1.8452 -2.6808 5.0194
H -4.0733 -1.4173 4.2131
H -6.0765 -1.9413 2.8770
H -5.9305 -3.5440 1.0056
H -3.7661 -4.5920 0.4574
H -1.7746 -4.0802 1.7896
H -4.5948 -0.4081 -1.0383
H -5.7206 1.7790 -1.0597
H -4.3967 3.8570 -0.9014
H -1.9466 3.7501 -0.6561
C 5.4297 -2.3489 0.3746
C 4.2324 -2.2765 1.0708
C 3.4323 -1.1575 0.9526
C 3.8371 -0.0959 0.1375
C 5.0466 -0.1670 -0.5558
C 5.8285 -1.2962 -0.4343
N 3.0279 1.0371 0.0327
N 3.6755 2.1758 0.0508
C 2.8964 3.2370 0.2257
C 3.4461 4.5328 0.3379
C 2.6175 5.5683 0.6771
C 1.2592 5.3108 0.9170
C 0.7869 4.0264 0.7563
N 1.5629 3.0079 0.3920
H 6.0560 -3.2220 0.4576
H 3.9171 -3.0837 1.7142
H 2.5133 -1.0776 1.5178
H 5.3325 0.6498 -1.1999
H 6.7528 -1.3570 -0.9863
H 4.5042 4.6528 0.1652
H 3.0063 6.5704 0.7624
H 0.5830 6.0984 1.2124
H -0.2543 3.7845 0.9408
O 2.5187 -0.1358 -2.3171
Se 2.1109 -1.7473 -1.9155
O 1.1027 -2.0568 -3.1131
O 1.0180 -0.6235 -0.2700
O 3.4256 -2.6346 -2.0165
F 1.5403 2.1682 -1.8967
Sb 1.4758 0.1857 -4.0567
F 2.9338 1.4684 -4.3690
F 0.4592 1.8275 -4.4541
F 2.7010 -0.9574 -5.0085
F 0.0976 -0.5724 -5.1998
F -0.0873 0.2417 -2.6644

Entry 2:
Density functional theory data (ωB97M-V/def2-TZVPD) for a structure of composition C12H18Cl3N3O4PdSi.

The value obtained for the energy above the lowest of the compared OMol25 structures with the same formula, charge and spin is 0.00 kcal per mole. For the HOMO energy, the calculation gives -7.918 eV. For the orbital gap, the calculation gives 8.1326 eV. For the strongest force on any atom, the calculation gives 0.0093 Eh/bohr. The electronic energy is -2731.464010 hartree.

CARTESIAN COORDINATES (ANGSTROEM)
Pd 0.4038 -0.4648 -0.2715
N 2.3966 0.1234 -0.5349
C 2.8953 0.6901 0.7384
C 2.3793 -0.1486 1.9006
N 0.9163 -0.2759 1.8790
C 0.1566 0.7264 2.6416
C -0.0934 2.0557 1.9400
N -0.7884 1.8669 0.6767
H 2.5612 0.7470 -1.3187
H 2.8827 -0.7435 -0.7483
H 3.9878 0.7197 0.7621
H 2.5316 1.7131 0.8036
H 2.7908 -1.1567 1.8163
H 2.7335 0.2794 2.8459
H 0.6560 -1.2084 2.1874
H -0.8093 0.2700 2.8686
H 0.6529 0.9347 3.5978
H -0.6303 2.6881 2.6593
H 0.8505 2.5646 1.7382
H -1.7337 1.5275 0.8093
H -0.8285 2.7195 0.1354
Cl 1.4460 0.2217 -3.6422
Si 0.0001 -0.7384 -2.4562
Cl -1.7913 0.0896 -3.0618
Cl -0.0236 -2.6717 -3.1695
O -0.0996 -2.8372 1.2685
C -1.1765 -2.4829 0.7869
O -1.3747 -1.3806 0.1360
C -2.4140 -3.3139 0.9766
C -2.3270 -4.4821 1.7198
C -3.4402 -5.3009 1.9284
C -4.6186 -4.8891 1.3597
O -5.8415 -5.4994 1.4186
C -6.7133 -4.7139 0.6036
O -5.9994 -3.5567 0.1787
C -4.7087 -3.7260 0.6167
C -3.6303 -2.9129 0.4009
H -1.3648 -4.7494 2.1336
H -3.3814 -6.2142 2.5033
H -7.5788 -4.4104 1.1934
H -7.0152 -5.2983 -0.2693
H -3.6918 -2.0114 -0.1902

Entry 3:
Density functional theory data (ωB97M-V/def2-TZVPD) for the ion C4H13N3 with charge +2 in a non-equilibrium geometry.

The value obtained for the energy above the lowest of the compared OMol25 structures with the same formula, charge and spin is 43.70 kcal per mole. The SMILES is N/C=C(\[NH3+])CC[NH3+]. For the HOMO energy, the calculation gives -17.554 eV. As for the total charge: +2. For the orbital gap, the calculation gives 10.7663 eV. For the strongest force on any atom, the calculation gives 0.0497 Eh/bohr. The electronic energy is -323.823342 hartree.

CARTESIAN COORDINATES (ANGSTROEM)
N 2.7287 0.8315 0.6101
C 1.7370 -0.1052 0.3703
C 0.4762 0.1772 0.7550
N 0.3931 1.1800 1.8322
C -0.8276 -0.5409 0.3542
C -1.1339 -0.2381 -1.1366
N -2.0401 -1.1869 -1.9254
H 3.0426 1.4013 -0.1746
H 3.6256 0.4163 0.8784
H 1.9187 -1.0314 -0.1727
H 1.3376 1.5908 1.9268
H -0.3085 1.9229 1.7372
H 0.0410 0.7114 2.6744
H -0.8026 -1.5643 0.7271
H -1.5442 0.0320 0.9533
H -0.1908 -0.3487 -1.6770
H -1.5035 0.7846 -1.1725
H -1.9319 -0.8977 -2.9048
H -3.0358 -0.9395 -1.8379
H -1.9818 -2.1954 -1.8173

Entry 4:
Density functional theory data (ωB97M-V/def2-TZVPD) for a cluster of 3 separate species, C2H12NO2S in total in a non-equilibrium geometry.

The value obtained for the energy above the lowest of the compared OMol25 structures with the same formula, charge and spin is 18.84 kcal per mole. For the HOMO energy, the calculation gives -12.957 eV. As for the total charge: +1. For the orbital gap, the calculation gives 9.7771 eV. For the strongest force on any atom, the calculation gives 0.0576 Eh/bohr. The electronic energy is -686.565896 hartree.

CARTESIAN COORDINATES (ANGSTROEM)
C -1.1241 -1.1451 -0.0197
C 0.1171 -1.6255 0.7236
S 1.4322 -2.2205 -0.3214
N -0.9495 0.3287 -0.4736
H -2.0774 -1.1961 0.5000
H -1.1492 -1.6960 -0.9628
H -0.2924 -2.4336 1.3757
H 0.3871 -0.9706 1.5500
H 0.6868 -3.0013 -1.1104
H -0.3983 0.7492 0.2935
H -1.8344 0.8280 -0.4576
H -0.4097 0.4622 -1.3182
H 2.5173 0.7739 0.1802
H 2.0458 1.2291 -1.1408
O 1.6872 1.0413 -0.2709
H 0.4927 2.7748 0.2640
H -0.7467 3.5034 0.5462
O -0.3849 2.5980 0.6423

Entry 5:
Density functional theory data (ωB97M-V/def2-TZVPD) for the molecule C3H7NO2.

The value obtained for the energy above the lowest of the compared OMol25 structures with the same formula, charge and spin is 15.41 kcal per mole. The SMILES is NC(=O)CCO. For the HOMO energy, the calculation gives -9.945 eV. For the orbital gap, the calculation gives 10.8137 eV. For the strongest force on any atom, the calculation gives 0.0155 Eh/bohr. The electronic energy is -323.756406 hartree.

CARTESIAN COORDINATES (ANGSTROEM)
N -2.0401 -0.9496 -0.1268
C -1.0317 -0.1338 0.3449
O -1.2482 0.8219 1.0511
C 0.3648 -0.5295 -0.1351
C 1.3732 0.5909 0.1096
O 1.3570 1.4705 -1.0059
H -2.8969 -0.9152 0.4083
H -1.7098 -1.8693 -0.3868
H 0.7025 -1.4100 0.4055
H 0.2655 -0.7324 -1.2028
H 1.0512 1.1261 1.0055
H 2.3691 0.1561 0.2177
H 1.4436 2.3744 -0.6850

Entry 6:
Density functional theory data (ωB97M-V/def2-TZVPD) for the molecule C3H5NO2.

The value obtained for the energy above the lowest of the compared OMol25 structures with the same formula, charge and spin is 37.25 kcal per mole. The SMILES is [H]/N=C/OCC=O. For the HOMO energy, the calculation gives -9.802 eV. For the orbital gap, the calculation gives 10.6302 eV. For the strongest force on any atom, the calculation gives 0.0109 Eh/bohr. The electronic energy is -322.514977 hartree.

CARTESIAN COORDINATES (ANGSTROEM)
H 2.2048 1.3571 0.2429
N 1.3040 0.8879 0.2113
C 1.3269 -0.0506 -0.6334
O 0.2622 -0.8325 -0.8782
C -0.7280 -0.8193 0.1459
C -1.4096 0.5213 0.3520
O -2.0610 0.7468 1.3412
H 2.1807 -0.3650 -1.2353
H -0.2863 -1.1358 1.0963
H -1.4766 -1.5554 -0.1633
H -1.3171 1.2457 -0.4796

Entry 7:
Density functional theory data (ωB97M-V/def2-TZVPD) for the molecule C22H29N3O5S in a non-equilibrium geometry.

The value obtained for the energy above the lowest of the compared OMol25 structures with the same formula, charge and spin is 19.18 kcal per mole. The SMILES is CCOc1ccc(N(CC(=O)Nc2ccccc2C(=O)N[C@H](C)CC)S(C)(=O)=O)cc1. For the HOMO energy, the calculation gives -8.086 eV. For the orbital gap, the calculation gives 8.7727 eV. For the strongest force on any atom, the calculation gives 0.0202 Eh/bohr. The electronic energy is -1794.418721 hartree.

CARTESIAN COORDINATES (ANGSTROEM)
C -7.0214 -0.4540 -2.2480
C -7.3195 0.1992 -0.9010
O -6.3675 1.1816 -0.5480
C -5.1434 0.8057 -0.0833
C -4.2482 1.8488 0.1633
C -2.9812 1.6012 0.6435
C -2.5710 0.2927 0.9028
N -1.2721 0.0368 1.3647
C -0.6679 0.9374 2.3223
C 0.1931 2.0376 1.6853
O -0.0411 3.2109 1.8833
N 1.2071 1.5371 0.9396
C 2.2291 2.2392 0.3007
C 2.3719 3.6205 0.4307
C 3.4242 4.2800 -0.1744
C 4.3605 3.5806 -0.9175
C 4.2306 2.2112 -1.0521
C 3.1767 1.5288 -0.4535
C 3.0273 0.0638 -0.7083
O 1.9660 -0.4175 -1.0776
N 4.1663 -0.6354 -0.5489
C 4.2976 -2.0809 -0.6990
C 3.8302 -2.5189 -2.0855
C 3.5387 -2.8133 0.4144
C 4.1437 -2.5548 1.7889
S -0.5633 -1.4663 1.1702
C -0.6817 -1.7607 -0.6005
O -1.2684 -2.4971 1.8762
O 0.8144 -1.2717 1.5395
C -3.4656 -0.7462 0.6777
C -4.7353 -0.4964 0.1824
H -7.8123 -1.1559 -2.4979
H -6.0727 -0.9844 -2.2219
H -6.9669 0.3079 -3.0214
H -7.4092 -0.5567 -0.1113
H -8.2638 0.7480 -0.9584
H -4.5734 2.8579 -0.0328
H -2.3089 2.4248 0.8215
H -1.4438 1.4184 2.9252
H -0.0265 0.3391 2.9752
H 1.2426 0.5206 0.8670
H 1.6486 4.1704 1.0081
H 3.5116 5.3502 -0.0639
H 5.1802 4.0966 -1.3935
H 4.9399 1.6613 -1.6547
H 4.9537 -0.1445 -0.1576
H 5.3684 -2.2981 -0.6021
H 4.0135 -3.5815 -2.2185
H 2.7685 -2.3238 -2.1979
H 4.3691 -1.9715 -2.8558
H 3.5576 -3.8832 0.2012
H 2.5013 -2.4792 0.4178
H 3.5874 -3.1011 2.5450
H 5.1849 -2.8729 1.8244
H 4.0897 -1.4974 2.0369
H -1.6159 -1.3501 -0.9578
H -0.6474 -2.8317 -0.7543
H 0.1693 -1.2715 -1.0590
H -3.1790 -1.7568 0.9189
H -5.3962 -1.3347 0.0295

Entry 8:
Density functional theory data (ωB97M-V/def2-TZVPD) for a cluster of 2 separate species, C9H9N3S in total in a non-equilibrium geometry.

The value obtained for the energy above the lowest of the compared OMol25 structures with the same formula, charge and spin is 51.30 kcal per mole. The SMILES is C=C(C)c1nccs1.N#CC=C=N. For the HOMO energy, the calculation gives -8.846 eV. For the orbital gap, the calculation gives 8.9926 eV. For the strongest force on any atom, the calculation gives 0.0219 Eh/bohr. The electronic energy is -910.735299 hartree.

CARTESIAN COORDINATES (ANGSTROEM)
C -0.8862 2.1372 0.1653
C 0.3136 1.5908 -0.0361
C 1.3116 2.1525 -1.0000
C 0.6987 0.3827 0.6615
N -0.0127 -0.2427 1.5449
C 0.6005 -1.3503 2.0071
C 1.8265 -1.6030 1.4769
S 2.2459 -0.3924 0.3398
H -1.5852 1.7064 0.8595
H -1.1928 3.0271 -0.3555
H 1.5599 1.4126 -1.7586
H 2.2297 2.4177 -0.4807
H 0.9162 3.0416 -1.4827
H 0.1052 -1.9548 2.7462
H 2.4953 -2.4153 1.6723
N 0.4321 -2.5102 -2.3041
C -0.5048 -1.9260 -1.9908
C -1.6355 -1.1912 -1.6120
C -2.0578 -1.2557 -0.3730
N -2.5221 -1.4829 0.7097
H -2.0930 -0.5429 -2.3454
H -2.2450 -1.0013 1.5558